Computed, not measured: a 11-piece molecular cluster, C44H64N2O18 overall at a distorted geometry, with ωB97M-V with the def2-TZVPD basis set.

Values from the calculation:
- net charge = 0
- spin multiplicity = 1
- LUMO (eV) = 0.04
- HOMO level (eV) = -8.837
- SMILES = c1cc[nH]c1.c1cc[nH]c1.O=C1CCCO1.O=C1CCCO1.O=C1CCCO1.O=C1CCCO1.O=C1CCCO1.O=C1CCCO1.O=C1CCCO1.O=C1CCCO1.O=C1CCCO1
- Kohn-Sham gap (eV) = 8.88

Last column: Mulliken charge in e.
CARTESIAN COORDINATES (ANGSTROEM)
C1 0.78 -1.79 0.78  -1.053
C2 -0.50 -1.23 1.01  0.256
C3 -0.63 -0.25 0.04  -1.583
N1 0.53 -0.16 -0.67  1.940
C4 1.40 -1.12 -0.24  -0.803
H1 1.23 -2.57 1.38  0.591
H2 -1.29 -1.59 1.65  0.441
H3 -1.39 0.44 -0.29  0.488
H4 0.66 0.46 -1.47  -0.268
H5 2.39 -1.17 -0.66  0.586
C5 -0.15 -5.11 2.86  -0.075
C6 -0.41 -6.09 1.87  -0.223
C7 -0.06 -7.31 2.41  -0.788
N2 0.31 -7.11 3.70  0.025
C8 0.24 -5.78 4.01  -0.882
H6 -0.25 -4.05 2.74  0.556
H7 -0.72 -5.97 0.85  0.413
H8 -0.14 -8.27 1.92  0.416
H9 0.59 -7.80 4.37  0.179
H10 0.82 -5.29 4.78  0.351
O1 3.34 -3.12 -4.19  -0.610
C9 2.33 -3.39 -3.60  0.609
C10 2.16 -4.00 -2.24  -0.187
C11 0.71 -4.44 -2.23  0.003
C12 0.05 -3.53 -3.25  -0.175
O2 1.12 -3.08 -4.14  -0.406
H11 2.87 -4.83 -2.17  0.432
H12 2.39 -3.32 -1.42  -0.261
H13 0.70 -5.49 -2.53  0.413
H14 0.22 -4.47 -1.26  -0.168
H15 -0.74 -4.02 -3.82  0.361
H16 -0.40 -2.61 -2.85  0.028
O3 -3.42 -4.88 -2.89  -0.595
C13 -3.80 -4.15 -2.02  0.513
C14 -3.24 -3.98 -0.63  -0.179
C15 -3.54 -2.49 -0.39  1.061
C16 -4.90 -2.39 -1.03  -0.390
O4 -4.77 -3.22 -2.22  -0.390
H17 -3.81 -4.58 0.09  0.435
H18 -2.19 -4.23 -0.54  -0.222
H19 -3.50 -2.28 0.67  -0.396
H20 -2.78 -1.91 -0.93  -0.335
H21 -5.75 -2.72 -0.43  0.268
H22 -5.12 -1.38 -1.39  0.271
O5 6.14 2.60 -5.29  -0.594
C17 5.66 2.35 -4.23  0.425
C18 5.52 3.26 -3.02  -0.477
C19 4.68 2.42 -2.03  0.632
C20 4.88 0.98 -2.56  -0.330
O6 5.13 1.16 -3.96  -0.355
H23 6.55 3.40 -2.69  0.324
H24 4.99 4.17 -3.25  0.273
H25 5.05 2.51 -1.01  0.377
H26 3.64 2.72 -2.10  -0.661
H27 5.75 0.48 -2.14  0.427
H28 3.97 0.39 -2.45  0.003
O7 0.77 1.66 -2.86  -0.974
C21 1.36 1.49 -3.90  0.075
C22 1.33 0.30 -4.83  0.278
C23 2.31 0.68 -5.94  -0.606
C24 2.40 2.21 -5.80  -0.557
O8 2.08 2.48 -4.42  -0.387
H29 1.63 -0.60 -4.29  -0.429
H30 0.32 0.16 -5.20  0.464
H31 3.30 0.30 -5.67  0.198
H32 2.02 0.43 -6.96  0.417
H33 3.38 2.61 -6.04  0.413
H34 1.60 2.67 -6.40  0.340
O9 -4.81 -1.20 2.29  -0.568
C25 -4.17 -1.29 3.30  0.555
C26 -4.36 -2.27 4.44  -0.673
C27 -3.14 -2.03 5.32  -0.479
C28 -2.65 -0.65 4.90  -0.321
O10 -3.08 -0.52 3.53  -0.165
H35 -5.27 -1.97 4.97  0.293
H36 -4.45 -3.30 4.11  0.319
H37 -3.36 -2.13 6.38  0.380
H38 -2.34 -2.73 5.10  0.180
H39 -3.04 0.18 5.50  0.255
H40 -1.58 -0.50 4.91  0.263
O11 3.29 -0.93 4.77  -0.590
C29 3.65 -0.08 4.01  0.492
C30 3.73 -0.17 2.50  0.137
C31 4.25 1.20 2.08  -0.051
C32 4.75 1.86 3.37  -0.570
O12 4.31 1.03 4.45  -0.387
H41 4.46 -0.90 2.15  0.552
H42 2.71 -0.40 2.19  -0.485
H43 4.99 1.15 1.28  0.325
H44 3.47 1.83 1.64  0.048
H45 5.83 1.95 3.42  0.290
H46 4.32 2.85 3.50  0.287
O13 -0.39 5.27 2.03  -0.593
C33 -0.01 4.25 2.54  0.465
C34 0.24 4.02 4.02  -0.850
C35 0.35 2.50 4.16  -0.368
C36 0.40 1.98 2.70  1.622
O14 0.18 3.12 1.85  -0.152
H47 1.07 4.63 4.38  0.276
H48 -0.66 4.37 4.52  0.307
H49 1.22 2.13 4.70  0.439
H50 -0.55 2.11 4.64  0.099
H51 1.42 1.67 2.45  -1.007
H52 -0.36 1.24 2.51  -0.319
O15 -7.42 3.03 0.75  -0.589
C37 -6.28 2.77 0.53  0.403
C38 -5.08 3.68 0.67  -0.602
C39 -3.87 2.80 0.30  0.773
C40 -4.49 1.39 0.25  0.351
O16 -5.89 1.56 0.06  -0.398
H53 -5.17 4.51 -0.04  0.289
H54 -5.05 4.16 1.64  0.322
H55 -3.43 3.07 -0.66  -0.380
H56 -3.10 2.83 1.07  -0.070
H57 -4.06 0.81 -0.57  0.111
H58 -4.25 0.86 1.17  -0.276
O17 -1.10 6.46 -3.91  -0.603
C41 -0.81 5.68 -3.05  0.415
C42 -1.58 4.46 -2.62  -0.462
C43 -0.94 4.06 -1.29  0.160
C44 0.45 4.67 -1.41  0.383
O18 0.34 5.75 -2.35  -0.446
H59 -2.67 4.55 -2.56  0.391
H60 -1.44 3.65 -3.34  0.137
H61 -1.55 4.40 -0.45  0.647
H62 -0.77 2.99 -1.16  -0.349
H63 0.77 5.08 -0.45  0.265
H64 1.21 3.98 -1.76  -0.400

Computed, not measured: one molecule with the formula C3H2N2O3 at a distorted geometry, with ωB97M-V with the def2-TZVPD basis set.

Values from the calculation:
- net charge = 0
- spin multiplicity = 1
- LUMO (eV) = -1.13
- HOMO level (eV) = -11.192
- SMILES = N#C/C(=N\O)C(=O)O
- Kohn-Sham gap (eV) = 10.06

Last column: natural (NBO) charge in e.
CARTESIAN COORDINATES (ANGSTROEM)
N1 1.35 -1.42 -2.03  -0.214
C1 0.76 -0.81 -1.20  0.226
C2 0.05 -0.07 -0.24  -0.058
N2 0.43 0.94 0.46  -0.027
O1 1.64 1.39 0.14  -0.492
C3 -1.17 -0.69 0.09  0.725
O2 -1.36 -1.78 -0.30  -0.502
O3 -2.03 -0.12 0.94  -0.629
H1 1.90 1.99 0.85  0.493
H2 -1.58 0.57 1.30  0.479

Computed, not measured: one molecule with the formula C4H8N2O4 at a distorted geometry, with ωB97M-V with the def2-TZVPD basis set.

Values from the calculation:
- net charge = 0
- spin multiplicity = 1
- LUMO (eV) = 0.30
- HOMO level (eV) = -7.541
- SMILES = C[C@@]1(O)[NH2+]C(O)=C([O-])N1O
- Kohn-Sham gap (eV) = 7.84

Last column: natural (NBO) charge in e.
CARTESIAN COORDINATES (ANGSTROEM)
C1 -1.41 0.17 1.22  -0.683
C2 -0.80 0.01 -0.18  0.565
O1 -1.85 -0.22 -1.10  -0.706
N1 0.06 1.24 -0.53  -0.598
C3 1.39 0.94 0.29  0.008
O2 2.41 1.76 -0.10  -0.703
C4 1.43 -0.71 0.00  0.559
O3 2.32 -1.51 0.29  -0.627
N2 0.13 -1.02 -0.33  -0.248
O4 -0.44 -2.32 -0.01  -0.579
H1 -1.34 -0.91 1.52  0.253
H2 -2.50 0.49 1.22  0.236
H3 -0.78 0.89 1.73  0.241
H4 -1.68 -1.15 -1.35  0.496
H5 -0.39 2.13 -0.21  0.427
H6 0.34 1.39 -1.53  0.401
H7 2.66 1.72 -1.03  0.441
H8 0.44 -2.87 0.11  0.515

Computed, not measured: a 2-piece molecular cluster, C2H4N2O2 overall at a distorted geometry, with ωB97M-V with the def2-TZVPD basis set.

Values from the calculation:
- net charge = 0
- spin multiplicity = 1
- LUMO (eV) = 0.43
- HOMO level (eV) = -9.496
- SMILES = C=[NH+][O-].C#[N+][O-]
- Kohn-Sham gap (eV) = 9.92

Last column: natural (NBO) charge in e.
CARTESIAN COORDINATES (ANGSTROEM)
C1 1.03 0.09 2.84  -0.152
N1 0.09 -0.04 2.03  -0.016
O1 -0.45 0.80 1.23  -0.550
H1 1.51 -0.76 3.15  0.186
H2 1.32 0.98 3.26  0.198
H3 -0.17 -1.03 1.93  0.352
C2 -1.09 0.22 -1.67  -0.042
N2 -1.31 0.09 -2.81  0.195
O2 -1.83 -0.22 -3.84  -0.423
H4 -1.02 0.37 -0.69  0.253

Computed, not measured: one molecule with the formula C5H10N2O at a distorted geometry, with ωB97M-V with the def2-TZVPD basis set.

Values from the calculation:
- net charge = 0
- spin multiplicity = 1
- LUMO (eV) = 0.88
- HOMO level (eV) = -8.597
- SMILES = C=C(C)/N=C(\N)CO
- Kohn-Sham gap (eV) = 9.48

Last column: natural (NBO) charge in e.
CARTESIAN COORDINATES (ANGSTROEM)
C1 -2.06 -0.40 -0.89  -0.479
C2 -0.99 -0.82 -0.19  0.157
C3 -1.12 -1.86 0.88  -0.643
N1 0.28 -0.41 -0.49  -0.549
C4 0.66 0.80 -0.19  0.453
N2 -0.10 1.77 0.42  -0.813
C5 2.11 1.14 -0.54  -0.108
O1 2.98 0.17 0.03  -0.710
H1 -1.94 0.32 -1.70  0.201
H2 -3.06 -0.76 -0.68  0.199
H3 -0.78 -1.46 1.84  0.212
H4 -2.15 -2.21 1.00  0.217
H5 -0.50 -2.73 0.64  0.225
H6 -0.93 1.44 0.89  0.400
H7 0.41 2.47 0.96  0.392
H8 2.38 2.13 -0.16  0.175
H9 2.23 1.12 -1.63  0.187
H10 2.56 -0.69 -0.18  0.486

Computed, not measured: C31H32F6N2O4S6Sc as an isolated structure at a distorted geometry, with ωB97M-V with the def2-TZVPD basis set.

Values from the calculation:
- net charge = -1
- spin multiplicity = 1
- LUMO (alpha / beta) (eV) = 2.23 / 2.26
- HOMO level (alpha / beta) (eV) = -1.996 / -3.327
- Kohn-Sham gap (alpha / beta) (eV) = 4.23 / 5.59

Last column: Mulliken charge in e.
CARTESIAN COORDINATES (ANGSTROEM)
Sc1 -0.09 -0.32 -0.49  -2.007
C1 0.47 2.97 2.62  -0.916
C2 -0.99 2.82 3.01  -0.863
S1 -2.02 2.28 1.59  0.105
C3 -3.05 1.00 2.37  -0.629
C4 -2.31 -0.23 2.88  -0.841
S2 -1.36 -1.19 1.64  -0.058
C5 0.88 -1.09 2.79  -0.856
C6 1.15 0.27 3.29  -1.270
S3 1.25 1.49 1.88  0.288
H1 0.58 3.72 1.84  0.433
H2 1.07 3.26 3.49  0.442
H3 -1.12 2.10 3.81  0.376
H4 -1.36 3.79 3.35  0.508
H5 -3.60 1.46 3.20  0.564
H6 -3.74 0.73 1.58  0.130
H7 -1.64 0.03 3.69  0.344
H8 -3.05 -0.93 3.27  0.591
H9 0.50 -1.80 3.52  0.667
H10 1.12 -2.47 1.21  0.511
H11 0.36 0.60 3.96  0.709
H12 2.11 0.40 3.81  0.573
F1 -3.99 -1.98 -3.08  -0.209
C7 -2.75 -2.02 -3.59  0.571
F2 -2.80 -2.78 -4.69  -0.227
F3 -2.43 -0.78 -3.96  -0.192
S4 -1.49 -2.69 -2.37  0.979
O1 -1.49 -1.77 -1.27  -0.286
O2 -1.91 -4.02 -2.09  -0.678
N1 -0.21 -2.55 -3.27  -0.538
S5 1.11 -2.71 -2.43  1.066
O3 1.53 -4.04 -2.16  -0.694
O4 1.17 -1.80 -1.32  0.219
C8 2.32 -2.05 -3.71  0.630
F4 2.47 -2.91 -4.71  -0.233
F5 1.90 -0.90 -4.22  -0.196
F6 3.53 -1.85 -3.18  -0.213
S6 -1.88 3.10 -3.07  -0.615
C9 -3.27 2.30 -2.40  0.981
C10 -4.60 2.61 -2.59  -0.657
C11 -5.55 1.82 -1.96  -0.702
C12 -5.16 0.75 -1.16  -0.781
C13 -3.83 0.44 -0.97  -0.342
C14 -2.86 1.23 -1.58  -1.513
N2 -1.51 1.07 -1.47  1.827
C15 -0.84 1.96 -2.20  0.815
C16 0.58 2.05 -2.25  0.592
C17 1.18 3.01 -3.08  -1.197
C18 2.55 3.13 -3.12  -0.731
C19 3.32 2.28 -2.33  -1.022
C20 2.72 1.32 -1.53  -0.055
C21 1.33 1.14 -1.43  0.648
H13 -4.89 3.43 -3.23  0.425
H14 -6.60 2.05 -2.09  0.392
H15 -5.92 0.15 -0.68  0.434
H16 -3.52 -0.41 -0.38  0.765
H17 0.55 3.65 -3.69  0.357
H18 3.02 3.87 -3.75  0.368
H19 4.40 2.38 -2.34  0.422
H20 3.38 0.68 -0.94  0.177
C22 3.57 -2.94 0.70  -1.831
C23 3.11 -2.17 1.94  3.023
C24 4.11 -1.03 2.14  -1.906
C25 1.67 -1.63 1.65  0.779
C26 2.96 -3.05 3.16  -0.530
C27 2.38 -4.31 3.05  -0.232
C28 2.12 -5.09 4.17  -0.963
C29 2.42 -4.62 5.43  -0.407
C30 2.96 -3.35 5.56  -0.976
C31 3.24 -2.59 4.44  -0.058
H21 3.66 -2.25 -0.14  0.258
H22 2.87 -3.71 0.40  0.346
H23 4.54 -3.41 0.87  0.481
H24 4.20 -0.47 1.21  0.190
H25 5.09 -1.42 2.40  0.511
H26 3.81 -0.31 2.90  0.359
H27 1.77 -0.83 0.87  -1.236
H28 2.09 -4.69 2.08  0.329
H29 1.68 -6.07 4.04  0.391
H30 2.23 -5.22 6.31  0.399
H31 3.18 -2.96 6.55  0.381
H32 3.66 -1.61 4.59  0.303

Question: What is the formula in the first record?
Answer: C44H64N2O18

Question: Look up the net charge of the third one.
Answer: 0